C3H8OS | wB97M-V/def2-TZVPD

Cartesian coordinates (Å):
O  2.497  0.561  -0.238
C  2.068  1.548  0.277
H  2.587  2.064  1.107
H  1.116  2.040  0.000
C  -1.737  0.758  0.405
S  -1.038  -0.906  0.500
C  -0.326  -1.061  -1.166
H  -2.511  0.777  -0.359
H  -0.985  1.522  0.248
H  -2.250  0.929  1.352
H  0.756  -0.991  -1.061
H  -0.508  -2.078  -1.505
H  -0.674  -0.289  -1.841

Results
**E_HOMO**: -8.401 eV
**Charge**: 0
**Frontier orbital gap**: 9.16 eV

C21H19FN6O2S | wB97M-V/def2-TZVPD

Cartesian coordinates (Å):
O  3.170  -1.353  0.482
F  1.253  4.757  -2.011
N  -0.276  3.664  3.598
N  -1.708  1.230  3.155
N  1.329  6.053  1.419
N  -0.867  1.179  0.969
O  1.484  -2.528  1.401
S  -3.128  -0.954  4.137
C  2.015  -1.726  0.467
C  -0.380  3.096  2.409
C  -3.416  -2.218  2.964
C  -2.820  -1.942  1.747
C  -1.041  1.800  2.169
C  1.549  5.942  0.083
C  -2.229  0.007  2.964
C  0.754  5.029  2.035
C  -1.421  -0.007  0.778
C  0.372  3.873  0.034
C  1.051  4.885  -0.666
C  -2.119  -0.647  1.757
C  0.263  3.908  1.416
N  0.378  4.873  3.373
N  -1.145  -0.496  -0.482
C  0.815  -1.238  -3.240
C  1.662  -3.327  -2.073
C  -0.605  -1.815  -3.119
C  0.219  -3.800  -1.898
C  1.687  -1.772  -2.061
C  -0.763  -2.602  -1.800
C  1.156  -1.288  -0.740
C  -0.332  -1.720  -0.590
H  2.167  -2.609  2.079
H  -4.011  -3.121  3.155
H  -2.862  -2.608  0.902
H  2.073  6.733  -0.463
H  -0.043  3.071  -0.543
H  0.681  5.543  4.080
H  -0.850  0.293  -1.073
H  1.256  -1.519  -4.174
H  0.805  -0.138  -3.230
H  2.083  -3.682  -3.006
H  2.294  -3.726  -1.257
H  -0.824  -2.432  -3.967
H  -1.286  -0.939  -3.185
H  0.124  -4.367  -0.956
H  -0.078  -4.439  -2.748
H  2.701  -1.426  -2.136
H  -1.792  -2.973  -1.714
H  1.189  -0.194  -0.732
H  -0.535  -2.330  0.292

Results
**E_HOMO**: -8.438 eV
**Charge**: 0
**Frontier orbital gap**: 8.28 eV

C5H8N2O2 | wB97M-V/def2-TZVPD

Cartesian coordinates (Å):
C  1.331  -0.140  -0.125
C  -0.906  0.223  -0.117
C  0.271  0.996  0.117
N  -2.129  0.649  -0.436
N  -0.451  -2.147  0.590
C  -0.387  -1.109  -0.384
C  0.474  2.318  0.010
O  1.783  -0.603  1.139
O  2.147  -0.116  -1.059
H  2.642  -1.008  0.938
H  -2.875  -0.031  -0.478
H  -2.362  1.630  -0.367
H  0.130  -1.899  1.390
H  -0.078  -3.007  0.200
H  -0.723  -1.500  -1.349
H  -0.337  3.017  -0.175
H  1.472  2.728  0.104

Results
**E_HOMO (alpha / beta)**: -6.890 / -7.529 eV
**Charge**: 0
**Frontier orbital gap (alpha / beta)**: 6.17 / 7.21 eV

C45H100F8N9O16S8 | wB97M-V/def2-TZVPD

Cartesian coordinates (Å):
C  -2.242  -4.648  3.048
C  -2.723  -4.155  1.696
C  -3.353  -5.290  0.855
N  -3.778  -4.856  -0.558
C  -5.140  -4.104  -0.441
C  -5.760  -3.890  -1.811
C  -5.820  -5.137  -2.701
C  -4.535  -5.946  -2.761
C  -3.945  -6.119  -1.396
C  -2.656  -4.054  -1.199
H  -1.275  -5.148  2.987
H  -3.008  -5.251  3.539
H  -2.134  -3.809  3.740
H  -1.884  -3.715  1.159
H  -3.521  -3.422  1.826
H  -4.297  -5.632  1.273
H  -2.669  -6.124  0.695
H  -5.813  -4.791  0.080
H  -4.988  -3.222  0.177
H  -6.745  -3.442  -1.698
H  -5.051  -3.149  -2.204
H  -6.596  -5.780  -2.280
H  -6.122  -4.770  -3.680
H  -4.803  -6.946  -3.103
H  -3.827  -5.551  -3.490
H  -4.433  -6.876  -0.778
H  -2.916  -6.488  -1.410
H  -2.831  -3.042  -0.836
H  -2.720  -4.042  -2.286
H  -1.674  -4.455  -0.959
C  0.074  -4.436  -5.537
C  0.378  -4.021  -4.069
C  1.254  -2.722  -4.141
N  1.348  -1.885  -2.900
C  1.842  -2.663  -1.690
C  3.341  -2.871  -1.691
C  4.081  -1.543  -1.840
C  3.707  -0.839  -3.121
C  2.164  -0.607  -3.175
C  -0.113  -1.530  -2.677
H  0.902  -5.043  -5.906
H  -0.080  -3.571  -6.177
H  -0.785  -5.099  -5.639
H  0.959  -4.735  -3.486
H  -0.568  -3.942  -3.534
H  0.917  -2.154  -5.003
H  2.237  -3.137  -4.370
H  1.270  -3.586  -1.600
H  1.555  -2.008  -0.865
H  3.715  -3.553  -2.461
H  3.755  -3.361  -0.806
H  5.134  -1.836  -1.873
H  4.059  -0.834  -1.016
H  4.066  -1.273  -4.059
H  4.114  0.169  -3.226
H  1.751  -0.097  -4.043
H  1.944  0.046  -2.326
H  -0.227  -0.588  -2.139
H  -0.655  -2.264  -2.085
H  -0.619  -1.412  -3.631
C  -4.043  4.153  2.064
C  -4.585  3.407  0.835
C  -3.498  2.799  -0.035
N  -3.995  2.117  -1.322
C  -2.840  1.752  -2.246
C  -3.302  1.013  -3.495
C  -3.986  -0.272  -3.179
C  -5.075  -0.071  -2.097
C  -4.670  0.789  -0.920
C  -4.997  2.981  -1.995
H  -4.832  4.558  2.696
H  -3.380  4.981  1.813
H  -3.511  3.419  2.674
H  -4.992  4.232  0.238
H  -5.386  2.719  1.097
H  -2.948  1.986  0.440
H  -2.818  3.581  -0.372
H  -2.168  1.183  -1.604
H  -2.319  2.652  -2.567
H  -2.487  0.785  -4.187
H  -3.939  1.612  -4.149
H  -3.322  -1.070  -2.817
H  -4.403  -0.820  -4.028
H  -5.362  -1.018  -1.631
H  -6.015  0.275  -2.533
H  -3.973  0.305  -0.239
H  -5.617  1.038  -0.445
H  -5.910  3.011  -1.406
H  -5.155  2.536  -2.970
H  -4.676  4.018  -2.071
C  1.465  4.814  1.877
C  2.420  5.970  1.541
C  3.108  5.676  0.205
N  4.349  6.516  -0.047
C  4.772  6.370  -1.503
C  5.336  4.977  -1.720
C  6.369  4.492  -0.741
C  6.045  4.708  0.722
C  5.533  6.148  0.879
C  4.051  7.966  0.295
H  0.893  5.171  2.734
H  1.829  3.821  2.136
H  0.831  4.608  1.011
H  3.214  6.046  2.288
H  1.901  6.925  1.494
H  2.423  5.911  -0.612
H  3.387  4.630  0.102
H  3.869  6.551  -2.085
H  5.462  7.186  -1.727
H  4.419  4.380  -1.802
H  5.696  4.815  -2.738
H  6.606  3.455  -0.970
H  7.248  5.116  -0.937
H  5.293  4.096  1.233
H  6.877  4.458  1.383
H  5.268  6.243  1.932
H  6.273  6.921  0.670
H  4.008  8.078  1.371
H  3.102  8.179  -0.194
H  4.852  8.549  -0.151
C  -0.700  0.773  5.394
C  0.519  -0.126  5.328
C  0.434  -1.012  4.072
N  1.594  -2.012  3.916
C  1.259  -2.926  2.748
C  2.098  -4.169  2.751
C  2.056  -4.974  4.025
C  2.569  -4.074  5.166
C  1.629  -2.881  5.197
C  2.849  -1.246  3.689
H  -0.712  1.248  4.405
H  -0.694  1.497  6.203
H  -1.685  0.299  5.349
H  0.649  -0.707  6.243
H  1.351  0.581  5.320
H  0.513  -0.432  3.153
H  -0.488  -1.586  4.031
H  0.207  -3.208  2.839
H  1.277  -2.250  1.892
H  1.889  -4.799  1.881
H  3.154  -3.946  2.550
H  1.021  -5.171  4.327
H  2.635  -5.893  3.974
H  2.608  -4.534  6.151
H  3.583  -3.771  4.892
H  0.592  -3.192  5.303
H  1.981  -2.208  5.974
H  3.710  -1.899  3.563
H  3.085  -0.544  4.484
H  2.721  -0.667  2.774
N  6.480  1.602  1.734
S  5.576  0.649  1.001
O  5.502  -0.764  1.332
O  5.217  1.151  -0.303
F  4.310  1.090  1.969
S  7.932  1.259  1.037
O  8.393  2.210  0.058
O  8.341  -0.107  0.823
F  8.857  1.663  2.281
N  0.530  4.512  -4.413
S  0.644  3.534  -3.196
O  1.814  3.703  -2.361
O  0.028  2.225  -3.405
F  -0.468  4.223  -2.244
S  1.977  3.996  -5.074
O  2.188  2.564  -5.173
O  3.090  4.919  -4.961
F  1.577  4.286  -6.620
N  -6.149  0.061  3.857
S  -4.748  0.604  3.905
O  -4.566  1.951  3.484
O  -3.678  -0.401  3.818
F  -4.703  0.747  5.523
S  -6.109  -0.390  2.231
O  -5.767  -1.736  1.892
O  -5.668  0.650  1.310
F  -7.684  -0.415  2.086
N  0.237  -0.369  0.696
S  0.914  0.994  0.661
O  1.149  1.661  1.913
O  0.681  1.810  -0.505
F  2.338  0.329  0.305
S  -1.341  -0.058  0.861
O  -2.242  -0.582  -0.149
O  -1.711  1.211  1.422
F  -1.599  -1.133  2.020

Results
**E_HOMO**: -10.910 eV
**Charge**: +1
**Frontier orbital gap**: 8.24 eV

CH2ClOP | wB97M-V/def2-TZVPD

Cartesian coordinates (Å):
C  -0.669  -0.396  0.359
O  -1.447  0.054  1.147
P  -0.098  0.534  -1.151
Cl  2.377  -0.529  -0.369
H  -0.222  -1.400  0.455
H  0.060  1.737  -0.441

Results
**E_HOMO**: -10.427 eV
**Charge**: 0
**Frontier orbital gap**: 7.64 eV

C34H40BN8Pb | wB97M-V/def2-TZVPD

Cartesian coordinates (Å):
Pb  0.007  -0.138  -1.089
C  -1.491  -0.077  3.233
C  -2.631  -0.997  2.866
C  -2.316  -2.387  2.383
C  -3.378  -3.200  1.986
C  -3.124  -4.494  1.584
C  -1.812  -4.949  1.595
C  -0.825  -4.076  2.004
N  -1.057  -2.814  2.386
N  -0.615  0.497  2.086
C  0.699  -0.258  2.185
C  1.984  0.342  1.684
C  2.961  0.731  2.588
C  4.151  1.260  2.106
C  4.328  1.378  0.739
C  3.308  0.942  -0.094
N  2.174  0.433  0.368
C  0.349  2.800  1.257
C  -0.281  3.175  -0.067
C  -0.941  4.393  -0.176
C  -1.423  4.819  -1.399
C  -1.213  4.021  -2.511
C  -0.556  2.822  -2.331
N  -0.107  2.393  -1.146
H  -0.822  -0.584  3.922
H  -1.912  0.798  3.721
H  -3.314  -0.519  2.169
H  -3.199  -1.100  3.799
H  -4.384  -2.802  1.990
H  -3.932  -5.141  1.270
H  -1.560  -5.959  1.300
H  0.207  -4.403  2.036
H  0.488  -1.231  1.743
H  0.846  -0.441  3.245
H  2.791  0.630  3.652
H  4.925  1.577  2.792
H  5.234  1.790  0.318
H  3.408  1.001  -1.172
H  1.322  2.376  1.060
H  0.551  3.747  1.764
H  -1.070  4.999  0.710
H  -1.943  5.763  -1.484
H  -1.555  4.309  -3.495
H  -0.395  2.164  -3.176
C  0.737  -3.499  -3.176
C  1.823  -3.046  -2.238
C  2.888  -2.281  -2.702
C  3.903  -1.860  -1.847
C  5.073  -1.075  -2.378
C  3.827  -2.207  -0.503
C  2.761  -2.946  -0.001
C  2.713  -3.310  1.460
C  1.764  -3.360  -0.883
H  1.127  -3.677  -4.177
H  -0.052  -2.745  -3.260
H  0.267  -4.417  -2.823
H  2.952  -2.024  -3.755
H  5.624  -1.654  -3.120
H  5.768  -0.812  -1.580
H  4.749  -0.156  -2.871
H  4.622  -1.902  0.170
H  1.866  -2.842  1.967
H  3.621  -2.992  1.972
H  2.615  -4.389  1.597
H  0.944  -3.972  -0.521
B  -3.532  0.276  -0.193
N  -2.408  0.996  0.589
C  -2.703  2.043  1.398
C  -1.872  2.567  2.320
C  -0.486  2.036  2.313
N  -1.188  0.268  0.781
N  -3.284  0.387  -1.743
C  -4.175  0.459  -2.732
C  -3.524  0.246  -3.941
C  -2.199  0.041  -3.580
N  -2.072  0.132  -2.249
H  -3.562  -0.902  0.076
H  -4.578  0.839  0.020
H  -3.719  2.394  1.280
H  -2.193  3.319  3.023
H  0.013  2.139  3.281
H  -5.212  0.645  -2.510
H  -3.952  0.242  -4.928
H  -1.340  -0.153  -4.205

Results
**E_HOMO**: -9.576 eV
**Charge**: +1
**Frontier orbital gap**: 7.08 eV

Ordered DFT total energy results: -16122.2491 -48674.1743 -12386.4306 -202866.9846 -24925.8039 -53746.2401; unit eV.